(1)
Formula: C3H7NO2
Source: OMol25
Level of theory: wB97M-V/def2-TZVPD

Structure (XYZ):
```
13
Properties=species:S:1:pos:R:3:forces:R:3:nbo_charge:R:1
C -0.6160 0.6638 -0.7460 -0.168 0.166 -0.138 -0.258
C 1.0723 -0.2184 0.5982 -0.181 -0.353 -0.138 0.486
H -0.9772 -1.4781 -1.0132 0.015 0.094 0.017 0.163
H 0.3659 0.4771 2.0665 0.048 0.486 0.964 0.474
H 1.9751 -0.8103 0.3956 -0.482 -0.340 -0.012 0.151
O 1.2906 0.4122 1.8025 -0.302 0.144 0.151 -0.698
H 1.3387 0.3471 -1.3081 -0.057 0.006 -0.158 0.367
H -2.1222 -0.6904 0.0950 0.470 -0.100 0.236 0.194
H -1.0813 1.4695 -0.1680 -0.032 -0.109 -0.061 0.189
N 0.8190 0.6630 -0.5040 0.161 -0.109 -0.174 -0.638
O -0.1711 -0.9694 0.8258 0.591 0.002 -0.407 -0.551
H -0.8190 0.8371 -1.8027 -0.086 0.001 0.072 0.209
C -1.0748 -0.7032 -0.2415 0.025 0.111 -0.353 -0.088
```
Forces are in eV/Å.

Output
**Frontier orbital gap**: 10.67 eV
**HOMO**: -9.77 eV
**Energy relative to the best compared isomer or geometry (same formula, charge and spin)**: 36.53 kcal/mol
**Structure (SMILES)**: O[C@@H]1NCCO1
**Charge**: 0
**Calculated total energy**: -8808.9446 eV

***

(2)
Formula: C8H9NO2
Source: OMol25
Level of theory: wB97M-V/def2-TZVPD

Structure (XYZ):
```
20
Properties=species:S:1:pos:R:3:forces:R:3:nbo_charge:R:1
C -0.0664 -1.5085 -0.1921 0.023 0.369 -0.488 -0.216
H 2.6098 -0.4777 -0.2833 0.891 0.150 -1.329 0.215
H -1.7669 1.6641 0.9758 -2.011 1.998 2.747 0.239
C 0.0481 0.7880 0.6494 -1.679 -1.992 -2.447 -0.173
H 2.4668 0.4899 1.1274 0.047 0.727 0.502 0.220
H 0.5272 1.4943 1.1518 2.285 2.849 2.159 0.198
H 0.6160 -2.3160 -0.3803 -0.492 -0.813 -0.124 0.221
H 2.4747 -1.3422 1.1847 -1.067 1.888 -0.681 0.205
C 0.6317 -0.3481 0.3002 1.125 0.527 1.215 -0.015
H -2.6865 1.8983 -1.2835 -2.495 1.122 -0.223 0.219
C -2.0566 -0.2234 -0.0992 -0.288 4.760 -0.772 0.055
C -1.3020 1.0959 0.3015 -1.043 -2.148 -3.297 -0.273
O -4.0989 -1.2461 0.0682 0.066 0.182 0.141 -0.391
N -3.4763 -0.2075 0.2206 -0.350 0.351 -0.018 0.512
C -1.7954 1.4473 -1.1094 3.090 -4.506 2.838 -0.237
H -2.1569 -2.1719 -0.5059 -0.113 -1.697 -0.527 0.255
H -1.1273 1.1665 -1.8871 0.261 0.001 -0.682 0.206
O -3.9743 0.8490 0.6153 0.255 -0.772 -0.233 -0.417
C 2.0917 -0.3681 0.6282 0.614 -3.774 0.825 -0.616
C -1.4072 -1.4541 -0.3525 0.881 0.780 0.394 -0.209
```
Forces are in eV/Å.

Output
**Frontier orbital gap**: 8.04 eV
**HOMO**: -8.35 eV
**Energy relative to the best compared isomer or geometry (same formula, charge and spin)**: 143.10 kcal/mol
**Charge**: 0
**Calculated total energy**: -14020.6881 eV

***

(3)
Formula: C24H29CoN5O4P2S
Source: OMol25
Level of theory: wB97M-V/def2-TZVPD

Structure (XYZ):
```
66
Properties=species:S:1:pos:R:3:forces:R:3:nbo_charge:R:1
C -2.0573 -1.2857 -2.8489 -0.049 -0.014 -0.047 -0.943
H 2.5071 3.1496 -2.6350 -0.013 0.006 0.001 0.230
H 0.9579 -0.2167 -4.1691 -0.008 0.005 0.003 0.241
H 3.9750 -0.1044 2.7495 0.000 0.011 -0.014 0.242
C -0.2731 3.3161 -3.4372 -0.011 0.005 -0.020 -0.134
C -1.5456 1.4803 -2.5071 0.001 0.019 0.012 -0.309
H -2.8646 0.9550 0.1638 -0.011 -0.050 -0.002 0.254
H -3.2426 -0.7733 0.0109 -0.030 0.008 -0.020 0.277
C 2.3892 2.4377 -1.8187 0.021 0.005 0.030 -0.952
N 2.2622 0.0972 0.2421 0.328 -0.112 -0.379 -0.754
H 5.3154 0.6522 0.1850 0.003 -0.016 -0.008 0.231
H -3.6718 1.5988 -2.8501 -0.004 -0.016 0.007 0.215
H -2.0110 1.4391 3.3923 -0.001 0.003 0.002 0.214
C -1.4381 3.9024 -3.8994 0.026 -0.003 0.006 -0.214
C -1.9806 -1.5887 1.8969 0.075 -0.030 0.097 -0.410
H 4.2896 1.5278 2.1756 -0.012 0.002 0.005 0.233
N 0.3631 -1.8586 0.5508 -0.109 -0.064 -0.014 -1.064
N 2.4837 -2.7886 0.8223 0.010 -0.132 0.036 -0.462
N 1.2963 -1.9763 2.7074 -0.073 -0.134 -0.006 -0.472
S -1.0039 -2.6419 0.8616 -0.033 -0.078 -0.053 2.355
H 2.1070 2.9627 -0.9063 -0.018 0.001 -0.008 0.255
H 2.1875 -2.1384 4.5479 0.005 0.005 -0.003 0.197
C 4.5959 -0.0286 0.6420 0.039 0.072 0.005 -0.520
C -0.3246 2.1084 -2.7445 -0.025 -0.005 0.017 -0.378
H -4.0470 1.5990 4.6694 0.001 0.002 0.000 0.378
H -1.2788 -1.3554 -3.6087 0.010 0.018 -0.009 0.235
H -1.3979 4.8457 -4.4282 -0.001 0.000 0.000 0.220
O 3.5711 -0.6482 -1.4774 -0.042 0.017 -0.079 -0.651
P 1.1418 1.1832 -2.2160 0.116 -0.003 -0.020 1.029
H -3.8796 0.3740 -1.1770 0.003 -0.001 -0.020 0.225
H -3.5709 3.7202 -4.0544 0.001 -0.001 -0.002 0.220
P -1.5452 -0.1055 -1.5627 0.030 -0.057 -0.193 0.956
C 1.4184 -2.2427 1.4071 0.124 0.254 -0.047 0.577
C 2.4532 0.6624 1.4762 -0.184 0.026 0.006 0.697
O 1.5773 1.1806 2.1399 -0.070 0.034 -0.009 -0.623
H 4.3536 -3.5708 1.1384 0.005 -0.005 -0.007 0.197
C -3.2535 -2.0245 2.2477 0.006 -0.040 0.049 -0.104
H 4.2699 -3.2279 3.6328 0.003 0.007 0.005 0.223
H 3.3406 1.9341 -1.6602 0.007 -0.006 -0.020 0.261
C -1.5352 -0.3450 2.3153 0.058 -0.059 0.105 -0.166
C -3.6517 0.0496 3.4109 -0.003 0.034 0.006 0.179
C 1.7114 0.4759 -3.7933 -0.025 -0.027 0.024 -0.946
C 3.9167 0.5484 1.8782 0.016 0.044 0.002 -0.522
H 0.6768 3.8025 -3.6192 -0.003 0.005 -0.003 0.204
H -5.2342 0.4229 4.6373 -0.002 0.000 0.000 0.377
H -0.5295 -0.0125 2.0905 0.022 -0.001 -0.008 0.259
H -2.9823 -0.9489 -3.3184 -0.004 0.020 -0.019 0.225
H 1.8552 1.2707 -4.5271 0.013 -0.006 0.010 0.230
C -2.3689 0.4701 3.0635 0.002 -0.012 0.013 -0.272
C 3.4506 -0.2554 -0.3298 0.065 0.004 0.110 0.705
C 3.4521 -2.9332 2.9913 0.015 -0.024 0.008 -0.331
H -2.1967 -2.2599 -2.3865 0.010 0.068 -0.064 0.293
Co 0.5809 -0.3007 -0.6520 -0.230 0.183 0.389 0.851
H 2.6361 -0.0682 -3.6216 0.059 -0.014 0.030 0.282
N -4.5066 0.8901 4.1209 0.008 -0.015 -0.010 -0.798
H 5.1097 -0.9742 0.8131 -0.022 0.003 -0.004 0.239
H -3.5923 -3.0028 1.9296 -0.001 0.005 -0.009 0.225
C -3.0302 0.1373 -0.5378 0.057 -0.046 -0.083 -0.945
O -1.7459 -2.7594 -0.3803 -0.078 0.165 0.182 -1.003
C 3.4892 -3.1245 1.6203 -0.053 -0.052 0.003 0.073
C -2.6570 3.2710 -3.6877 -0.021 -0.022 0.011 -0.191
C -4.0842 -1.2136 2.9957 -0.002 -0.003 -0.019 -0.293
C 2.3044 -2.3405 3.4880 -0.023 -0.035 0.030 0.085
C -2.7094 2.0693 -3.0017 -0.014 -0.004 -0.001 -0.198
O -0.7516 -3.8641 1.5774 0.035 0.056 0.000 -0.945
H -5.0769 -1.5552 3.2648 0.000 0.001 0.000 0.210
```
Forces are in eV/Å.

Output
**Frontier orbital gap (spin up / spin down)**: 8.23 / 8.28 eV
**HOMO (spin up / spin down)**: -8.05 / -8.05 eV
**Energy relative to the best compared isomer or geometry (same formula, charge and spin)**: 16.20 kcal/mol
**Charge**: 0
**Calculated total energy**: -108041.7068 eV
**Spin multiplicity**: 2

***

(4)
Formula: C6H9N
Source: OMol25
Level of theory: wB97M-V/def2-TZVPD

Structure (XYZ):
```
16
Properties=species:S:1:pos:R:3:forces:R:3:nbo_charge:R:1
C -1.4130 1.6753 1.1338 0.199 -0.132 0.800 -0.556
C -0.4407 -1.4950 0.0118 0.183 -0.088 0.120 -0.667
H -1.3316 2.6261 1.6480 -0.023 0.021 -0.091 0.254
H 1.3143 -0.7854 1.1485 0.083 -0.028 0.066 0.202
H 2.6325 -0.1132 -0.8172 0.034 0.051 -0.069 0.223
H -1.0776 -1.4404 0.8937 0.011 -0.041 0.031 0.215
H -1.0077 -1.1180 -0.8425 0.003 0.002 -0.030 0.220
H -0.2269 -2.5524 -0.1817 0.034 0.007 -0.006 0.214
N -0.2477 2.0237 -0.6690 0.547 0.391 -0.198 -0.452
C -1.5382 1.9367 -0.3845 -1.065 -0.153 -0.717 0.124
C -0.1971 1.2720 0.4428 2.401 -2.755 -0.145 0.252
H -2.0351 0.9588 1.6626 -0.021 -0.033 -0.130 0.230
C 0.8294 -0.7024 0.1868 -2.588 2.540 0.342 -0.043
C 1.6843 -0.6031 -1.0241 0.169 0.136 0.058 -0.674
H 1.8871 -1.6171 -1.3899 0.044 0.049 0.005 0.220
H 1.1679 -0.0655 -1.8191 -0.012 0.032 -0.036 0.239
```
Forces are in eV/Å.

Output
**Frontier orbital gap (spin up / spin down)**: 8.74 / 8.74 eV
**HOMO (spin up / spin down)**: -7.87 / -7.87 eV
**Energy relative to the best compared isomer or geometry (same formula, charge and spin)**: 145.88 kcal/mol
**Charge**: 0
**Calculated total energy**: -7851.8338 eV

***

(5)
Formula: C5H7NO
Source: OMol25
Level of theory: wB97M-V/def2-TZVPD

Structure (XYZ):
```
14
Properties=species:S:1:pos:R:3:forces:R:3:nbo_charge:R:1
C -0.9105 -1.2700 -1.3490 0.057 -0.199 0.020 0.101
O -1.1272 0.0556 -1.2204 0.001 0.020 0.000 -0.407
H 1.4624 -1.2971 1.8175 0.021 0.080 -0.091 0.371
N 1.4612 -0.4755 1.2254 -0.073 0.034 0.158 -0.808
H -1.0678 2.4614 -0.5566 0.114 -0.086 0.088 0.239
C 0.4466 -0.5253 0.2523 -0.254 0.143 -0.179 0.073
H -0.6466 2.1479 1.1316 0.038 -0.062 -0.150 0.216
H 0.4258 -2.6953 -0.3702 -0.075 0.125 -0.040 0.225
C 0.0424 -1.6902 -0.4818 -0.044 0.024 -0.052 -0.343
C -0.2936 0.5107 -0.2317 0.200 -0.042 0.181 0.200
H 0.6318 2.4489 -0.0563 -0.142 -0.084 0.000 0.221
H -1.5060 -1.7800 -2.0919 0.104 0.070 0.109 0.201
H 1.3874 0.3459 1.8134 0.040 -0.070 -0.073 0.370
C -0.3415 1.9651 0.0929 0.013 0.048 0.029 -0.660
```
Forces are in eV/Å.

Output
**Frontier orbital gap**: 8.80 eV
**HOMO**: -7.77 eV
**Energy relative to the best compared isomer or geometry (same formula, charge and spin)**: 17.06 kcal/mol
**Structure (SMILES)**: Cc1occc1N
**Charge**: 0
**Calculated total energy**: -8835.4630 eV

***

(6)
Formula: C40H52BrN3O
Source: OMol25
Level of theory: wB97M-V/def2-TZVPD

Structure (XYZ):
```
97
Properties=species:S:1:pos:R:3:forces:R:3:mulliken_charge:R:1
C 4.8735 5.0245 -0.0144 -0.010 -0.007 0.003 -0.389
C -0.1369 -0.1735 -1.4832 0.177 -1.258 -0.625 4.084
C 6.6221 -1.0973 0.0313 -0.004 -0.020 -0.023 -0.600
H -2.0539 0.3931 -5.8366 -0.294 -0.219 0.222 0.381
H -5.0913 1.9888 -1.6393 -0.542 0.090 0.172 -0.122
H -1.7335 3.4888 -0.3809 0.194 0.023 0.016 0.506
H 4.7615 -0.0246 -0.0382 0.056 0.043 -0.001 0.459
H 0.2490 -3.3770 2.6940 0.120 -0.011 -0.023 -0.082
H -7.0028 0.4370 -1.9201 0.000 0.009 0.012 0.374
C -3.7556 -1.4354 -5.6130 -0.163 -0.892 0.732 -0.619
H -9.5442 3.1807 0.1635 0.014 -0.005 -0.006 0.353
C 3.2136 3.3426 0.4355 0.089 0.032 0.084 -0.293
H -5.4173 4.1356 -0.4589 -0.012 -0.008 -0.021 0.383
H 1.5214 -2.6122 -0.8489 -0.221 0.188 -0.252 0.150
C 3.6910 3.9850 -1.8324 0.017 0.011 -0.066 -0.457
H 3.5071 3.8787 -2.8945 -0.029 0.002 0.022 0.423
C 0.3643 0.0853 7.0643 -0.006 0.017 -0.010 -0.422
C 1.2013 -1.9484 -0.0487 -0.217 0.457 1.042 -1.533
C -0.4852 -0.8266 -4.9269 -1.087 0.585 -0.071 -0.505
H -9.2227 1.0282 -1.0071 0.008 0.019 -0.005 0.361
C 4.6348 4.8952 -1.3768 0.002 -0.014 0.015 -0.457
H -1.0296 -0.4856 -6.9497 -0.197 0.081 -0.009 0.416
C -1.3014 2.5256 -0.1068 -0.579 0.030 -0.295 -1.179
H 8.4088 -2.2271 0.3974 -0.011 0.009 0.009 0.359
C 0.6466 -0.2527 4.6991 -0.023 -0.017 -0.027 -0.064
H -2.0683 -3.8212 2.2787 -0.056 -0.037 -0.092 0.258
C 0.9114 -1.5965 4.9267 -0.016 0.041 0.092 -0.339
C 1.0443 -0.4546 -0.4849 0.340 -0.080 0.857 0.827
C -6.2525 3.4559 -0.5820 -0.012 -0.001 0.011 -0.416
C 0.8963 -2.1019 6.2202 0.008 -0.030 -0.006 -0.522
C 1.0238 0.4011 0.7832 0.019 -3.731 -5.873 -0.603
O -2.4631 -1.6598 -6.1476 -0.453 0.670 0.058 -0.423
H 0.2120 -1.5985 -5.2561 -0.104 -0.127 0.064 0.391
H 1.4447 -3.9466 1.5537 -0.092 -0.075 -0.112 0.557
H 0.0648 0.1167 -4.8659 0.095 -0.130 0.210 0.204
H -3.8970 -0.4382 -5.1889 0.099 0.075 -0.270 0.269
C 0.3861 -3.6880 1.6546 -0.369 0.048 0.138 -0.625
H -0.6438 -2.2804 -1.8598 0.211 0.125 0.278 -0.011
H 2.6571 2.7407 1.1411 0.007 0.032 0.017 0.289
H 1.9626 -0.1907 -1.0154 0.037 0.086 0.112 0.997
C -8.3897 1.7107 -0.8904 -0.010 -0.020 -0.023 -0.335
H 4.2344 -0.4247 2.3381 0.023 0.011 0.012 0.496
H -4.5413 -1.6654 -6.3360 0.193 0.239 -0.237 0.274
H 0.6520 0.1400 3.6906 0.025 -0.001 0.139 0.397
H -1.4399 -0.3110 0.2249 0.064 0.155 -0.011 0.262
C -7.1419 1.3775 -1.4003 -0.012 0.038 0.046 -0.658
C -8.5703 2.9194 -0.2315 0.007 0.006 0.004 -0.411
C -2.1367 1.4245 -0.7693 0.044 -0.049 0.652 -0.511
C 0.6200 -1.2609 7.2892 0.007 0.000 0.003 -0.366
C -1.5689 -0.5746 -5.9970 1.492 -0.309 -0.708 -0.811
H -2.5069 -4.7511 0.9734 -0.076 0.187 0.063 0.267
N 0.5741 1.8488 -2.9179 1.825 4.966 -3.365 -0.603
C 5.1496 -0.8217 1.9138 -0.043 0.017 -0.017 -0.352
H 2.2436 2.5063 -1.2822 -0.032 0.029 -0.053 -0.093
C 7.4947 -1.8320 0.8228 -0.005 0.012 0.009 -0.335
H 4.3512 4.3470 1.9534 -0.009 -0.001 -0.015 0.386
H 1.1313 -2.2513 4.0943 0.056 0.017 0.028 0.384
C 0.3764 0.5888 5.7703 -0.011 -0.023 0.034 -0.588
C -7.5021 3.7933 -0.0791 0.006 0.002 0.008 -0.397
H -7.6437 4.7372 0.4326 0.000 -0.016 -0.002 0.361
Br -2.8899 1.9924 -2.5125 0.769 -0.132 0.012 -0.234
C 5.4482 -0.5957 0.5762 -0.085 -0.007 0.017 -0.213
C 0.2936 0.9222 -2.3850 -2.248 -4.640 4.074 -1.730
H 0.7436 -1.6878 -2.7892 -0.033 -0.062 0.056 0.749
H -0.1433 -5.7437 2.0853 0.212 0.020 -0.178 0.403
H 5.6130 5.7316 0.3408 -0.012 -0.009 -0.004 0.373
H -1.6856 -2.1573 -3.8037 -0.067 0.089 -0.038 0.541
H -1.4298 2.4216 0.9721 0.272 -0.073 -0.001 0.299
C -0.0033 -2.5026 0.7294 0.344 -0.580 0.421 0.538
H 5.1853 5.5041 -2.0833 -0.002 -0.014 0.009 0.367
C 4.1641 4.2474 0.8912 0.020 0.026 -0.011 -0.694
C -6.0710 2.2490 -1.2443 0.047 -0.119 0.021 0.561
H -0.8123 -2.8624 0.0878 0.028 0.318 -0.075 0.084
H 5.7970 -1.7198 3.7517 -0.002 0.004 -0.014 0.399
H 7.8782 -2.6303 2.7770 -0.007 0.017 -0.007 0.362
H -3.9059 -2.1469 -4.7860 -0.044 0.152 -0.035 0.224
C 7.1969 -2.0575 2.1602 0.007 0.001 -0.003 -0.387
C -1.1895 -1.2007 -3.6174 0.620 -0.604 -0.119 -0.425
N -1.9112 -4.6885 1.7834 0.179 -0.045 0.029 -0.610
N 0.9377 1.0615 1.6730 -0.248 2.937 4.159 -0.854
H 1.1004 -3.1513 6.3952 -0.003 0.016 0.000 0.386
C -0.2494 -1.4303 -2.4102 -0.352 0.533 -0.595 -1.778
H 0.6056 -1.6542 8.2981 0.006 0.007 -0.013 0.357
H -2.2721 -0.6371 -1.2551 0.213 -0.082 -0.190 0.545
C 2.9804 3.2111 -0.9253 0.059 -0.027 0.077 0.393
H -1.9917 -0.4878 -3.4136 0.179 0.075 0.134 -0.075
C -1.5207 0.0182 -0.8144 -0.131 0.789 0.103 -1.136
C -0.4983 -4.9210 1.4588 -0.130 0.167 -0.187 -0.975
H 0.1546 0.7429 7.8990 -0.001 -0.014 -0.011 0.372
C 6.0268 -1.5484 2.7074 -0.016 -0.035 0.001 -0.572
H -0.4421 -5.2150 0.4042 0.115 -0.236 0.143 0.340
H 6.8576 -0.9150 -1.0099 -0.006 -0.003 0.013 0.380
H -3.0274 1.3282 -0.1480 -0.167 -0.022 -0.287 0.941
H -0.4016 -1.7195 1.3808 -0.078 0.059 -0.224 0.108
H 2.0337 -1.9681 0.6650 0.058 0.177 -0.142 0.732
H 0.1750 1.6384 5.5950 0.005 -0.014 -0.008 0.416
H -0.2455 2.5136 -0.3591 -0.044 0.059 -0.073 0.067
```
Forces are in eV/Å.

Output
**Frontier orbital gap**: 9.53 eV
**HOMO**: -9.20 eV
**Structure (SMILES)**: COCCCC[C@@](C#N)(C[C@@H](C)Br)[C@@H](C#N)CCCCN.c1ccccc1.c1ccccc1.c1ccccc1.c1ccccc1
**Charge**: 0
**Calculated total energy**: -118881.9305 eV